13
Properties=species:S:1:pos:R:3:forces:R:3:mulliken_charge:R:1 method="wB97M-V/def2-TZVPD" charge=0 smiles="C1=CN1.C=CO" homo_ev=-8.67 orbital_gap_ha=0.359 de_lowest_kcal_mol=119.89
H 2.3316 1.5069 0.1524 -0.053 -0.107 -0.059 0.347
H -2.3405 1.1840 0.0459 0.092 -0.167 0.060 0.320
H -0.3335 -0.6888 1.7891 -0.192 0.057 -0.142 0.340
H -0.0855 0.9971 -1.1839 0.179 0.109 -0.078 0.344
H -2.3080 -1.6993 -0.0222 0.171 0.103 -0.182 0.213
N -1.5286 -1.0766 -0.2667 -0.262 -0.258 -0.052 -0.445
O 0.6335 1.5977 -0.9318 -0.173 -0.188 -0.078 -0.499
H 0.8651 -1.0859 -0.7048 0.126 0.102 0.070 0.405
C -1.0380 -0.4520 1.0098 -0.194 0.321 0.071 -0.130
C 1.5866 0.8630 -0.3064 0.228 -0.320 0.138 0.126
C -1.8243 0.2803 0.3237 0.054 -0.045 0.417 -0.321
C 1.6250 -0.4684 -0.2295 0.032 0.277 -0.062 -0.953
H 2.4167 -0.9580 0.3243 -0.008 0.115 -0.103 0.254